No. 1
Formula: BrH2NOS2
Source: OMol25
Level of theory: ωB97M-V with the def2-TZVPD basis set

Values from the calculation:
lowest unoccupied orbital energy (alpha / beta): -3.7 / -3.7 eV
ΔE to the lowest compared entry with this formula, charge and spin: 57.9 kcal per mole
2S+1: 1
HOMO-LUMO gap (alpha / beta): 5.769 / 5.770 eV
HOMO level (alpha / beta): -9.5 / -9.5 eV

Last column: Löwdin charge in e.
Element x y z (Å)
S (-0.6884, 0.5750, 0.5338)  0.143
N (0.2581, -0.6821, 0.9530)  -0.396
O (-1.8673, 0.2383, -0.1749)  -0.430
Br (2.4699, -0.0737, 0.3398)  0.372
H (0.2304, -1.5543, 0.4217)  0.023
H (0.1819, 1.3714, -0.4713)  0.069
S (-0.8618, 1.5567, 2.2710)  0.220

No. 2
Formula: BrH2O2PS
Source: OMol25
Level of theory: ωB97M-V with the def2-TZVPD basis set

Values from the calculation:
lowest unoccupied orbital energy (alpha / beta): 0.6 / -4.5 eV
ΔE to the lowest compared entry with this formula, charge and spin: 0.5 kcal per mole
2S+1: 3
HOMO-LUMO gap (alpha / beta): 8.743 / 4.976 eV
HOMO level (alpha / beta): -8.1 / -9.4 eV

Last column: Löwdin charge in e.
Element x y z (Å)
O (-0.0756, 0.3133, 1.3706)  -0.319
Br (2.9893, 0.5378, 0.0092)  0.233
O (-0.7692, 0.6944, -0.8986)  -0.299
H (-1.2401, 0.5935, -1.7472)  0.086
P (-0.3260, -0.5140, 0.0118)  0.113
H (0.9400, 0.3819, 1.4492)  -0.025
S (-1.5183, -2.0069, -0.1952)  0.211

No. 3
Formula: BrH2OP
Source: OMol25
Level of theory: ωB97M-V with the def2-TZVPD basis set

Values from the calculation:
lowest unoccupied orbital energy: -1.2 eV
ΔE to the lowest compared entry with this formula, charge and spin: 35.2 kcal per mole
2S+1: 1
HOMO-LUMO gap: 8.779 eV
HOMO level: -9.9 eV

Last column: Löwdin charge in e.
Element x y z (Å)
O (-0.6505, -0.2471, -0.6148)  -0.588
P (-1.1472, -1.5287, -1.0793)  0.749
H (1.2206, 1.5440, 0.9450)  -0.333
Br (0.8373, 2.8036, 1.3731)  0.327
H (-0.2601, -2.5718, -0.6239)  -0.155

No. 4
Formula: BrH2OP
Source: OMol25
Level of theory: ωB97M-V with the def2-TZVPD basis set

Values from the calculation:
lowest unoccupied orbital energy: -1.1 eV
ΔE to the lowest compared entry with this formula, charge and spin: 35.3 kcal per mole
2S+1: 1
HOMO-LUMO gap: 8.811 eV
HOMO level: -9.9 eV

Last column: Löwdin charge in e.
Element x y z (Å)
O (1.9181, -1.6929, 0.0081)  -0.586
P (1.4299, -0.3390, 0.2230)  0.733
H (2.5810, 0.3660, 0.7984)  -0.142
H (-3.1122, -0.3391, -0.6525)  -0.316
Br (-4.3236, -0.1836, 0.0330)  0.311

No. 5
Formula: BrH2OP
Source: OMol25
Level of theory: ωB97M-V with the def2-TZVPD basis set

Values from the calculation:
lowest unoccupied orbital energy (alpha / beta): -2.2 / -2.2 eV
ΔE to the lowest compared entry with this formula, charge and spin: 86.5 kcal per mole
2S+1: 1
HOMO-LUMO gap (alpha / beta): 7.224 / 7.402 eV
HOMO level (alpha / beta): -9.4 / -9.6 eV

Last column: Löwdin charge in e.
Element x y z (Å)
H (-1.1122, -1.9046, 0.3049)  -0.237
P (-1.3960, -1.1814, -0.7564)  0.453
O (0.9029, 0.2528, -0.9351)  -0.398
Br (-2.6281, 0.2618, 0.1771)  0.236
H (1.6462, -0.4084, -0.8632)  -0.054

No. 6
Formula: BrH4MgO2
Source: OMol25
Level of theory: ωB97M-V with the def2-TZVPD basis set

Values from the calculation:
lowest unoccupied orbital energy: -8.5 eV
ΔE to the lowest compared entry with this formula, charge and spin: 0.9 kcal per mole
total charge: +1
2S+1: 1
HOMO-LUMO gap: 5.579 eV
HOMO level: -14.0 eV

Last column: Löwdin charge in e.
Element x y z (Å)
Br (-12.7714, 22.2619, 15.9464)  0.233
H (-13.7814, 24.2959, 16.3530)  -0.141
H (-10.0904, 23.6596, 13.4132)  0.041
H (-10.8578, 22.8837, 14.4626)  -0.107
O (-9.9735, 23.0340, 14.1282)  -0.068
H (-15.0674, 24.7771, 15.7155)  0.032
Mg (-13.0928, 20.1001, 16.9834)  1.086
O (-14.3592, 25.0568, 16.2956)  -0.075

No. 7
Formula: BrH4N2OP
Source: OMol25
Level of theory: ωB97M-V with the def2-TZVPD basis set

Values from the calculation:
lowest unoccupied orbital energy: -1.3 eV
ΔE to the lowest compared entry with this formula, charge and spin: 33.9 kcal per mole
2S+1: 1
HOMO-LUMO gap: 9.031 eV
HOMO level: -10.3 eV

Last column: Löwdin charge in e.
Element x y z (Å)
O (-3.2938, -0.7986, 0.3935)  -0.384
N (-0.8641, -0.7189, -0.7608)  -0.204
H (3.2159, 0.0284, 0.5205)  -0.015
H (1.9886, -0.9369, 0.6713)  -0.020
H (-0.0593, -0.2056, -1.1913)  0.013
Br (-2.5274, 2.1538, -0.4047)  0.275
N (2.2452, -0.0406, 0.3213)  -0.013
P (-2.2330, -0.1168, -0.3580)  0.284
H (1.5278, 0.6351, 0.8081)  0.065